The ion C4H8NO with charge +1. Source: the Open Molecules 2025 dataset; level of theory: ωB97M-V/def2-TZVPD.

```
14
Properties=species:S:1:pos:R:3:forces:R:3
C 0.707 0.177 0.212 -0.3 0.0 0.1
C 1.997 0.222 0.462 -0.1 0.0 -0.1
C -0.041 0.372 -1.087 0.3 0.3 0.0
C -1.308 -0.353 -0.775 0.7 -0.4 0.8
N -0.328 -0.173 1.173 -0.2 -0.1 -0.4
O -2.402 0.292 -0.749 -0.4 0.4 -0.2
H 2.388 0.042 1.450 0.0 0.0 0.2
H 2.708 0.444 -0.313 0.1 0.0 -0.2
H -0.244 1.423 -1.302 -0.1 0.0 0.0
H 0.475 -0.071 -1.940 -0.1 0.0 -0.1
H -1.287 -1.441 -0.747 -0.3 0.1 0.0
H -0.037 -0.869 1.853 0.0 0.1 0.0
H -0.716 0.635 1.652 0.0 0.0 0.0
H -3.226 -0.204 -0.590 0.3 -0.2 0.0
```
Positions in Å, forces in eV/Å.

Calculated values
Spin multiplicity   1
Orbital gap   9.470 eV
Relative energy (zero: lowest compared OMol25 entry of this formula, charge and spin)   126.2 kJ/mol
Total charge   +1

---

The ion C4H8NO with charge +1. Source: the Open Molecules 2025 dataset; level of theory: ωB97M-V/def2-TZVPD.

```
14
Properties=species:S:1:pos:R:3:forces:R:3
C 1.371 -0.132 -0.348 9.3 4.8 5.1
C 0.545 -1.073 -0.873 0.2 -3.0 -2.8
C -0.536 -0.255 1.304 0.7 -1.6 2.0
C -0.746 1.161 -0.684 1.5 1.1 0.3
N 0.026 0.039 -0.021 -2.4 0.3 0.1
O 2.779 0.413 0.449 -7.1 -2.8 -4.0
H 0.442 -1.258 -1.960 -0.7 1.3 0.2
H 0.633 -2.093 -0.568 -0.4 -0.6 1.5
H -0.225 -1.257 1.701 -0.7 0.3 -1.2
H 0.020 0.266 2.088 -0.6 1.2 -0.4
H -1.630 -0.115 1.259 0.8 -0.1 0.3
H -0.528 1.019 -1.753 -0.4 0.8 0.4
H -1.789 1.191 -0.404 -0.3 -0.9 -0.3
H -0.362 2.096 -0.189 0.1 -0.7 -1.1
```
Positions in Å, forces in eV/Å.

Calculated values
Spin multiplicity   1
SMILES   C[N+]1(C)CC1=O
Orbital gap (spin up / spin down)   10.287 / 8.863 eV
Relative energy (zero: lowest compared OMol25 entry of this formula, charge and spin)   751.7 kJ/mol
Total charge   +1

---

The ion C4H8NO with charge +1. Source: the Open Molecules 2025 dataset; level of theory: ωB97M-V/def2-TZVPD.

```
14
Properties=species:S:1:pos:R:3:forces:R:3
C 2.243 -0.151 -0.230 -2.2 0.6 0.0
C 1.300 0.524 0.419 1.1 -0.3 1.5
C -0.624 -0.877 -0.458 -0.4 -0.2 1.5
C -1.386 0.045 0.458 0.3 -1.4 -2.1
N -0.035 0.475 -0.139 0.3 0.1 -2.6
O -2.481 0.589 -0.063 -1.7 2.6 2.5
H 3.278 -0.284 -0.040 0.5 0.1 0.3
H 1.737 -0.595 -1.073 1.0 -0.6 -0.7
H 1.327 1.029 1.378 0.3 0.2 -0.2
H -0.147 -1.707 0.047 0.4 0.2 0.1
H -0.865 -1.162 -1.476 -0.4 0.8 0.0
H -1.371 -0.114 1.507 0.5 -0.1 0.8
H -0.045 1.050 -1.021 -0.7 -0.3 1.3
H -2.931 1.177 0.689 1.2 -1.6 -2.6
```
Positions in Å, forces in eV/Å.

Calculated values
Spin multiplicity   1
SMILES   C=C[N@H+]1C[C@@H]1O
Orbital gap   11.801 eV
Relative energy (zero: lowest compared OMol25 entry of this formula, charge and spin)   219.5 kJ/mol
Total charge   +1

---

The ion C4H8NO with charge +1. Source: the Open Molecules 2025 dataset; level of theory: ωB97M-V/def2-TZVPD.

```
14
Properties=species:S:1:pos:R:3:forces:R:3
C 0.428 0.261 -0.029 0.3 -0.7 -0.1
C 0.821 1.417 0.200 0.5 2.8 -0.2
C 1.265 -0.997 -0.052 3.0 2.2 0.8
C -1.170 -0.143 -0.504 0.7 1.1 0.0
N -1.808 -0.759 0.529 0.5 -1.8 -1.5
O 1.239 2.627 0.409 -1.6 -1.4 0.0
H 2.169 -1.022 0.649 -1.6 0.2 -0.7
H 0.662 -1.805 0.040 -1.8 -2.5 0.8
H 1.684 -1.075 -1.019 0.5 0.0 -1.2
H -1.624 0.764 -0.937 -0.1 -0.4 0.7
H -0.928 -0.803 -1.323 0.2 -0.3 -0.1
H 0.841 3.335 -0.164 0.7 -0.8 0.0
H -1.376 -1.543 0.977 0.3 -0.7 -0.5
H -2.203 -0.257 1.226 -1.7 2.4 2.1
```
Positions in Å, forces in eV/Å.

Calculated values
Spin multiplicity   1
Orbital gap (spin up / spin down)   8.611 / 8.610 eV
Relative energy (zero: lowest compared OMol25 entry of this formula, charge and spin)   333.2 kJ/mol
Total charge   +1

---

A cluster of 2 separate species, C4H8NO in total. Source: the Open Molecules 2025 dataset; level of theory: ωB97M-V/def2-TZVPD.

```
14
Properties=species:S:1:pos:R:3:forces:R:3
C 1.399 -0.680 0.406 1.0 3.1 0.0
C 1.736 -0.029 -0.863 -0.1 -0.1 -0.5
C 0.362 0.289 -0.191 2.0 -1.4 -0.9
C -0.277 1.210 0.581 -0.7 1.5 1.6
N -0.919 1.834 1.312 0.6 -0.2 -0.4
O -2.368 -0.712 -0.776 0.8 -3.1 -1.9
H 1.076 -1.618 0.605 -0.8 -2.9 -0.2
H 1.952 -0.271 1.194 0.6 0.5 1.3
H 2.425 0.807 -0.836 0.2 -0.3 0.1
H 1.775 -0.664 -1.779 -0.6 1.0 0.7
H -0.350 -0.314 -0.621 -2.2 -0.9 -1.1
H -2.918 -0.498 -0.046 -1.1 -0.2 0.9
H -1.385 2.360 2.047 0.2 -0.2 -0.5
H -2.507 -1.713 -1.033 0.1 3.1 1.0
```
Positions in Å, forces in eV/Å.

Calculated values
Spin multiplicity   1
Orbital gap   11.544 eV
Relative energy (zero: lowest compared OMol25 entry of this formula, charge and spin)   233.7 kJ/mol
Total charge   +1

---

The ion C4H8NO with charge +1. Source: the Open Molecules 2025 dataset; level of theory: ωB97M-V/def2-TZVPD.

```
14
Properties=species:S:1:pos:R:3:forces:R:3
C -0.040 -1.381 -0.399 0.4 1.3 0.3
C -1.020 -0.856 0.323 0.0 -1.4 0.4
C 1.188 -0.533 -0.441 -1.7 4.0 0.4
C 0.507 1.089 0.114 -1.3 -5.5 -2.8
N -0.563 0.396 0.997 -0.8 0.1 -0.6
O -0.083 1.673 -0.967 -0.3 0.8 0.4
H -0.133 -2.174 -1.105 -0.2 -0.8 0.1
H -1.994 -1.327 0.626 1.0 1.0 -0.5
H 2.076 -0.701 0.118 0.5 -0.8 0.4
H 1.383 -0.273 -1.459 0.7 0.0 -0.6
H 1.022 1.814 0.653 1.3 0.8 1.0
H -1.433 0.951 1.032 0.7 0.4 1.1
H -0.094 0.147 1.873 -0.7 0.5 0.4
H -0.815 1.177 -1.366 0.4 -0.2 0.0
```
Positions in Å, forces in eV/Å.

Calculated values
Spin multiplicity   1
SMILES   O[C@@H]1CC=C[NH2+]1
Orbital gap   11.409 eV
Relative energy (zero: lowest compared OMol25 entry of this formula, charge and spin)   167.0 kJ/mol
Total charge   +1

---

A cluster of 2 separate species, C4H8NO in total. Source: the Open Molecules 2025 dataset; level of theory: ωB97M-V/def2-TZVPD.

```
14
Properties=species:S:1:pos:R:3:forces:R:3
C -1.211 1.799 1.016 -0.4 0.3 0.1
C -0.486 -1.437 -1.585 0.2 0.1 0.1
C 0.481 -0.527 -1.561 -0.3 -0.4 -1.6
C 0.641 0.145 1.138 0.5 -0.8 -0.1
N -0.313 0.959 1.186 0.1 0.2 0.2
O 1.334 -0.165 2.190 -0.1 0.4 0.6
H -2.251 1.520 1.152 -0.1 -0.1 0.0
H -0.274 -2.493 -1.554 0.1 -0.2 0.0
H -1.526 -1.160 -1.616 -0.2 0.1 0.0
H -0.981 2.830 0.763 0.1 0.0 0.0
H 0.263 0.524 -1.683 -0.1 0.2 0.1
H 1.521 -0.808 -1.656 0.2 -0.1 0.1
H 0.779 -0.350 0.147 0.1 0.2 0.9
H 2.023 -0.836 2.064 -0.2 0.1 -0.3
```
Positions in Å, forces in eV/Å.

Calculated values
Spin multiplicity   1
Orbital gap   9.435 eV
Relative energy (zero: lowest compared OMol25 entry of this formula, charge and spin)   241.0 kJ/mol
Total charge   +1

---

The ion C4H8NO with charge +1. Source: the Open Molecules 2025 dataset; level of theory: ωB97M-V/def2-TZVPD.

```
14
Properties=species:S:1:pos:R:3:forces:R:3
C 0.807 -1.007 1.366 -1.9 -0.5 -8.5
C 0.357 -1.716 0.120 1.8 4.0 2.4
C -1.103 0.543 0.661 -2.2 2.6 -1.5
C 1.162 0.836 -0.375 -1.3 1.9 -0.7
N 0.213 0.010 0.440 0.8 -3.9 -1.0
O 1.147 -0.924 2.487 1.5 0.3 7.3
H 1.175 -1.938 -0.527 0.5 0.1 -0.7
H -0.504 -2.260 -0.063 -2.2 -0.7 0.2
H -0.931 1.527 1.168 -0.4 -0.7 -0.3
H -1.618 0.807 -0.397 1.3 -0.7 2.4
H -1.842 -0.030 1.242 0.9 -0.3 -0.2
H 1.799 0.129 -0.862 0.7 0.0 -0.2
H 0.476 1.350 -1.209 1.7 -0.9 1.9
H 1.759 1.592 0.256 -1.2 -1.2 -0.9
```
Positions in Å, forces in eV/Å.

Calculated values
Spin multiplicity   3
Orbital gap (spin up / spin down)   7.504 / 8.024 eV
Relative energy (zero: lowest compared OMol25 entry of this formula, charge and spin)   279.3 kJ/mol
Total charge   +1